28
Properties=species:S:1:pos:R:3 method="wB97M-V/def2-TZVPD" smiles="Cc1c[nH]c2ccccc12.CC(N)=O" energy_ha=-612.2325 homo_lumo_gap_ev=8.52 max_force_ev_per_a=4.982 e_above_lowest_ev=3.2188 e_lumo_ev=0.605 homo_ev=-7.91
C 2.8575 0.7256 2.4965
C 1.9679 1.8605 2.8050
O 2.3008 3.0093 2.5394
N 0.7631 1.5327 3.4527
H 3.7094 1.1265 1.7959
H 2.3967 -0.1634 2.1016
H 0.2157 2.2469 3.9423
H 0.3721 0.5828 3.6018
H 3.7013 0.4556 3.2496
C -2.5366 -0.5109 0.7602
C -1.0780 -0.4615 -1.2449
C -1.6957 -1.1523 -0.2080
C -0.4906 -1.4348 -2.1613
C -1.6196 -2.4612 -0.5109
C -0.6742 0.9154 -1.3196
C -0.0802 1.3560 -2.4849
C 0.5030 0.4790 -3.4937
C 0.2701 -0.8958 -3.1696
N -0.9383 -2.6379 -1.8157
H -0.8315 1.7930 -0.4874
H 0.0139 2.4711 -2.6688
H 1.1983 0.7642 -4.2994
H -3.5606 -0.9527 0.6745
H -2.5345 0.6744 0.6263
H -2.1515 -3.3081 0.0106
H -0.6595 -3.6408 -2.0804
H 0.6430 -1.6032 -3.7875
H -2.0621 -0.7704 1.6758